w) Computed, not measured: the ion C3H5O3 with charge -1, with ωB97M-V with the def2-TZVPD basis set.

Geometry (Å):
O1 1.886 -0.171 1.079
C1 0.741 0.358 0.946
O2 0.325 1.495 1.305
C2 -0.201 -0.651 0.160
C3 -0.529 -0.034 -1.248
O3 -1.886 -0.745 -1.694
H1 0.511 -1.443 0.199
H2 -1.074 -0.914 0.760
H3 0.319 -0.267 -1.879
H4 -0.631 1.019 -1.102
H5 -1.785 -1.062 -2.639

The total charge is -1. Its LUMO energy is 3.683 eV. The HOMO energy is -3.93 eV. The SMILES is O=C([O-])CCO. The frontier orbital gap comes out at 7.61 eV.

x) Computed, not measured: a cluster of 2 separate species, C3H5O3 in total, with ωB97M-V with the def2-TZVPD basis set.

Geometry (Å):
O1 3.053 1.391 0.931
C1 2.195 0.924 0.218
C2 0.747 1.106 0.453
H1 2.547 0.187 -0.571
H2 0.174 0.361 -0.116
H3 0.232 2.017 0.132
H4 0.497 0.776 1.464
O2 -1.505 -0.735 0.416
C3 -2.177 -0.936 -0.629
O3 -2.224 -1.896 -1.403
H5 -2.929 -0.071 -0.739

The total charge is -1. Its LUMO energy is 3.839 eV. The HOMO energy is -4.10 eV. The frontier orbital gap comes out at 7.94 eV.

Which structure is the most stable? The one labeled x).